one:
Density functional theory data (ωB97M-V with the def2-TZVPD basis set) for CH6N2O3S as an isolated structure.

```
! RIJCOSX wB97M-V def2-TZVPD def2/J DEFGRID3
* xyz 0 1
C -0.40 -0.10 -2.27
N -0.24 -0.15 2.57
N 0.99 -0.50 -0.54
O 0.87 1.78 1.65
O -1.32 1.17 0.47
O 0.01 -1.06 -1.29
S -0.10 0.79 1.12
H 0.20 0.75 -2.10
H -1.38 0.22 -1.93
H -0.27 -0.51 -3.29
H 0.63 -0.10 3.08
H -0.39 -1.18 2.36
H 1.39 -1.11 0.17
*
```

The HOMO-LUMO gap (spin up / spin down) is 8.3388 / 8.2284 eV. For the LUMO energy (spin up / spin down), the calculation gives -0.618 / -0.952 eV.

=====

two:
Density functional theory data (ωB97M-V with the def2-TZVPD basis set) for CH6N2O3S as an isolated structure.

```
! RIJCOSX wB97M-V def2-TZVPD def2/J DEFGRID3
* xyz 0 1
C -0.72 -0.31 -0.57
N 0.41 -0.55 -1.25
N -0.91 0.76 0.15
O 1.32 -0.55 2.59
O 0.84 1.71 1.62
O 2.15 0.26 0.32
S 2.05 0.74 1.69
H -1.65 -1.11 -0.58
H 0.55 -1.45 -1.61
H 1.23 -0.43 -0.64
H 1.54 -1.30 2.10
H -1.77 0.72 0.52
H -0.09 1.49 0.89
*
```

The HOMO-LUMO gap is 10.2450 eV. For the LUMO energy, the calculation gives 0.506 eV.

=====

Stability comparison, relative energies in hartree: one 0.1255; two 0.0000

=====

one:
Density functional theory data (ωB97M-V with the def2-TZVPD basis set) for C6H10LaO5 as an isolated structure.

```
! RIJCOSX wB97M-V def2-TZVPD def2/J DEFGRID3
* xyz 2 2
O -3.26 2.29 -0.12
C -2.47 1.49 -0.50
C -2.42 0.01 -0.11
O -1.16 -0.56 -0.15
C -0.55 -0.73 1.11
C 0.71 -1.54 0.96
O 1.60 -1.00 -0.03
C 1.67 -1.74 -1.25
H -2.89 -0.07 0.89
H -3.06 -0.52 -0.83
H -1.22 -1.26 1.80
H -0.32 0.25 1.56
H 1.25 -1.55 1.92
H 0.48 -2.58 0.68
H 2.36 -1.21 -1.92
H 2.06 -2.74 -1.04
H 0.68 -1.79 -1.71
O 1.35 2.88 0.82
C 0.92 3.11 -0.34
O 1.54 2.62 -1.33
La 2.85 1.13 0.08
H -0.14 3.50 -0.48
*
```

Its expectation value of S² is 0.753. The HOMO-LUMO gap (spin up / spin down) is 4.2668 / 7.7110 eV. For the LUMO energy (spin up / spin down), the calculation gives -9.479 / -9.479 eV.

=====

two:
Density functional theory data (ωB97M-V with the def2-TZVPD basis set) for C6H10LaO5 as an isolated structure.

```
! RIJCOSX wB97M-V def2-TZVPD def2/J DEFGRID3
* xyz 2 2
O 0.18 -1.23 -3.83
C 0.10 -0.67 -2.76
C 1.20 0.23 -2.22
O 0.98 0.64 -0.90
C 1.30 -0.32 0.07
C 1.12 0.26 1.45
O -0.25 0.63 1.71
C -0.54 2.03 1.59
H 2.17 -0.28 -2.35
H 1.21 1.13 -2.85
H 2.35 -0.65 -0.02
H 0.67 -1.23 -0.04
H 1.41 -0.48 2.20
H 1.74 1.16 1.58
H -1.61 2.16 1.78
H 0.03 2.58 2.35
H -0.29 2.37 0.59
O -2.16 -2.90 0.87
C -3.04 -2.37 0.17
O -3.65 -1.32 0.45
La -2.10 -0.93 2.26
H -0.81 -0.81 -2.09
*
```

Its expectation value of S² is 0.753. The HOMO-LUMO gap (spin up / spin down) is 5.4607 / 5.3009 eV. For the LUMO energy (spin up / spin down), the calculation gives -9.823 / -9.982 eV.

=====

Stability comparison, relative energies in hartree: one 0.0000; two 0.0323

=====

one:
Density functional theory data (ωB97M-V with the def2-TZVPD basis set) for a 2-piece molecular cluster, CH4NO2 overall.

```
! RIJCOSX wB97M-V def2-TZVPD def2/J DEFGRID3
* xyz 1 1
C 1.50 -1.23 -0.26
N -0.35 -0.29 0.31
O 1.61 -1.09 -1.57
O 2.28 -0.21 -0.64
H 1.62 -1.99 0.61
H -0.73 -0.57 1.25
H -0.83 -0.74 -0.47
H -0.37 0.71 0.14
*
```

The HOMO-LUMO gap is 11.4935 eV. For the LUMO energy, the calculation gives -5.953 eV.

=====

two:
Density functional theory data (ωB97M-V with the def2-TZVPD basis set) for an isolated ion of composition CH4NO2 and charge +1.

```
! RIJCOSX wB97M-V def2-TZVPD def2/J DEFGRID3
* xyz 1 1
C -0.56 0.00 0.39
N 0.79 -0.02 -0.31
O -1.55 0.67 -0.12
O -1.55 -0.77 -0.11
H -0.40 0.19 1.50
H 0.58 0.34 -1.32
H 1.17 -1.06 -0.24
H 1.53 0.66 0.21
*
```

The SMILES is [NH3+]C1OO1. The HOMO-LUMO gap is 11.8575 eV. For the LUMO energy, the calculation gives -4.722 eV.

=====

Stability comparison, relative energies in hartree: one 0.0372; two 0.0000

=====

one:
Density functional theory data (ωB97M-V with the def2-TZVPD basis set) for a 3-piece molecular cluster, C5H17NO2 overall.

```
! RIJCOSX wB97M-V def2-TZVPD def2/J DEFGRID3
* xyz 0 1
C -0.33 1.27 -1.98
N -0.97 0.93 -0.70
C -0.19 1.39 0.48
C 0.52 0.26 1.26
C 0.05 0.21 2.71
C 2.04 0.42 1.14
H -0.98 0.87 -2.76
H -0.41 2.35 -2.13
H 0.68 0.88 -2.12
H -0.95 -0.08 -0.68
H 0.58 2.06 0.08
H -0.84 1.99 1.09
H 0.26 -0.67 0.72
H -0.85 0.81 2.89
H -0.10 -0.80 3.11
H 0.80 0.65 3.36
H 2.31 0.61 0.11
H 2.44 1.20 1.77
H 2.60 -0.49 1.40
H -0.40 -2.45 -2.13
H 1.07 -2.13 -2.42
O 0.50 -2.81 -2.03
H -2.29 -2.83 -0.77
H -3.13 -1.58 -1.03
O -2.39 -2.08 -1.37
*
```

The SMILES is CNCC(C)C.O.O. The HOMO-LUMO gap is 9.4417 eV. For the LUMO energy, the calculation gives 0.634 eV.

=====

two:
Density functional theory data (ωB97M-V with the def2-TZVPD basis set) for a 3-piece molecular cluster, C5H17NO2 overall.

```
! RIJCOSX wB97M-V def2-TZVPD def2/J DEFGRID3
* xyz 0 1
C -0.41 0.24 -1.78
C 0.85 -0.42 -2.27
C -1.03 -0.34 -0.52
N -0.28 0.07 0.70
C -0.05 -1.14 1.54
C 0.98 -2.09 1.01
H -1.14 0.30 -2.59
H -0.18 1.29 -1.56
H 0.91 -0.48 -3.36
H 1.78 0.14 -2.02
H 1.17 -1.41 -1.90
H -2.04 0.03 -0.22
H -1.23 -1.41 -0.67
H 0.63 0.47 0.49
H -1.02 -1.63 1.65
H 0.27 -0.79 2.53
H 1.97 -1.62 0.92
H 0.63 -2.58 0.10
H 1.12 -2.92 1.71
H -2.07 2.05 2.52
H -1.33 1.52 1.20
O -1.99 2.16 1.55
H 0.10 2.61 0.40
H 1.34 3.36 0.52
O 1.03 2.57 0.08
*
```

The SMILES is CCCNCC.O.O. The HOMO-LUMO gap is 10.0660 eV. For the LUMO energy, the calculation gives 0.829 eV.

=====

Stability comparison, relative energies in hartree: one 0.0023; two 0.0000